Below is 2 unconnected molecules or ions with the total composition C5H8O in a non-equilibrium geometry, with properties calculated with wB97M-V/def2-TZVPD.

Structure (XYZ):
```
14
Properties=species:S:1:pos:R:3:forces:R:3
C 1.338 1.265 -1.326 0.003 -3.276 -0.928
C 2.179 0.378 -1.859 1.739 0.221 -0.537
C -1.021 -0.443 0.607 -0.133 -1.446 0.688
C -1.105 0.387 -0.596 -1.052 0.296 -0.200
C -2.158 -0.566 1.579 -1.631 -0.628 -3.026
O -1.263 -0.881 -0.775 -0.269 -0.157 -0.117
H 0.319 0.930 -1.231 -0.209 0.523 -0.670
H 1.484 2.159 -0.832 1.079 1.768 0.781
H 3.288 0.590 -1.861 -1.217 -0.187 -0.144
H 1.928 -0.585 -2.408 -0.156 1.383 1.109
H -0.162 -0.971 1.017 0.561 0.751 -0.428
H -2.214 -1.621 1.811 -0.115 -0.100 0.741
H -3.173 -0.304 1.103 1.608 0.034 0.892
H -1.847 0.069 2.345 -0.207 0.818 1.840
```
Forces are in eV/Å.

The HOMO-LUMO gap is 9.78 eV. For the HOMO energy, the calculation gives -0.33533 Ha. The value obtained for the largest force on an atom is 3.49 eV Å⁻¹. The relative energy (zero: lowest compared OMol25 entry of this formula, charge and spin) comes out at 5.5860 eV.

Löwdin population analysis, charges in e, atoms 1 to 8: atom 1 (C): -0.069, atom 2 (C): -0.062, atom 3 (C): -0.328, atom 4 (C): -0.001, atom 5 (C): -0.057, atom 6 (O): 0.029, atom 7 (H): -0.065, atom 8 (H): 0.038

=====

Below is 2 unconnected molecules or ions with the total composition C5H8O in a non-equilibrium geometry, with properties calculated with wB97M-V/def2-TZVPD.

Structure (XYZ):
```
14
Properties=species:S:1:pos:R:3:forces:R:3
C 0.837 0.556 -0.085 0.098 -0.097 -0.078
C -0.478 1.217 0.234 -0.156 0.009 -0.014
C 0.811 1.850 0.671 0.103 0.149 0.101
H 1.105 -0.339 0.467 0.016 0.154 -0.088
H 1.179 0.569 -1.117 -0.040 0.029 0.186
H -1.105 0.763 0.998 0.127 0.113 -0.179
H -1.019 1.682 -0.586 0.087 -0.088 0.170
H 1.145 2.749 0.161 -0.079 -0.153 0.090
H 1.057 1.811 1.729 -0.044 0.043 -0.182
C -0.633 -2.254 -1.032 -0.047 0.013 0.145
C -0.813 -2.060 0.254 -0.088 0.057 0.717
O -0.962 -1.893 1.401 0.092 -0.214 -1.073
H -0.248 -1.437 -1.631 -0.092 -0.155 0.118
H -0.876 -3.216 -1.464 0.023 0.141 0.086
```
Forces are in eV/Å.

The HOMO-LUMO gap is 10.29 eV. For the HOMO energy, the calculation gives -0.34183 Ha. The value obtained for the largest force on an atom is 1.10 eV Å⁻¹. The relative energy (zero: lowest compared OMol25 entry of this formula, charge and spin) comes out at 2.1209 eV. Its SMILES is C1CC1.C=C=O.

Löwdin population analysis, charges in e, atoms 1 to 8: atom 1 (C): -0.204, atom 2 (C): -0.172, atom 3 (C): -0.167, atom 4 (H): 0.087, atom 5 (H): 0.096, atom 6 (H): 0.089, atom 7 (H): 0.097, atom 8 (H): 0.095

=====

Below is 2 unconnected molecules or ions with the total composition C5H8O in a non-equilibrium geometry, with properties calculated with wB97M-V/def2-TZVPD.

Structure (XYZ):
```
14
Properties=species:S:1:pos:R:3:forces:R:3
C 0.974 -0.547 1.510 0.013 -0.053 0.040
C 0.143 0.041 0.427 0.124 -0.182 0.665
C 0.549 0.373 -0.825 -0.681 -0.087 -1.167
C -0.605 0.631 -1.589 1.266 0.399 -0.457
O -1.703 0.618 -0.856 -0.919 -0.184 0.775
C -1.338 0.239 0.498 -0.045 0.217 -0.176
H 1.101 0.124 2.368 -0.022 -0.077 -0.038
H 1.962 -0.790 1.110 -0.072 0.050 0.165
H 0.526 -1.479 1.879 0.070 0.118 0.028
H 1.516 0.273 -1.294 0.094 0.237 0.414
H 1.216 -1.011 -2.621 -0.210 -0.170 -0.275
H -0.747 0.965 -2.608 0.234 -0.122 0.077
H -1.943 -0.634 0.775 0.186 -0.033 0.008
H -1.623 1.071 1.160 -0.038 -0.112 -0.059
```
Forces are in eV/Å.

The HOMO-LUMO gap (spin up / spin down) is 9.80 / 5.92 eV. For the HOMO energy (spin up / spin down), the calculation gives -0.33781 / -0.23214 Ha. The value obtained for the largest force on an atom is 1.40 eV Å⁻¹. The relative energy (zero: lowest compared OMol25 entry of this formula, charge and spin) comes out at 4.9078 eV.

Löwdin population analysis, charges in e, atoms 1 to 8: atom 1 (C): -0.055, atom 2 (C): -0.281, atom 3 (C): -0.131, atom 4 (C): -0.159, atom 5 (O): -0.046, atom 6 (C): -0.104, atom 7 (H): 0.079, atom 8 (H): 0.079

=====

Below is 2 unconnected molecules or ions with the total composition C5H8O in a non-equilibrium geometry, with properties calculated with wB97M-V/def2-TZVPD.

Structure (XYZ):
```
14
Properties=species:S:1:pos:R:3:forces:R:3
C 1.401 1.782 -0.247 -0.104 0.024 -0.045
C 0.328 1.999 -0.974 -0.560 0.156 -0.423
O -0.611 2.208 -1.636 0.861 -0.170 0.576
H 1.337 1.104 0.593 -0.026 0.084 -0.136
H 2.319 2.302 -0.487 -0.139 -0.041 -0.006
C -1.510 -0.126 0.668 0.081 -0.110 -0.097
C -0.770 -0.865 -0.155 -0.130 0.101 0.117
C 0.311 -1.812 0.277 0.026 -0.010 0.054
H -1.379 -0.174 1.748 0.007 -0.013 -0.154
H -2.274 0.550 0.295 0.114 -0.116 0.037
H -0.940 -0.784 -1.230 0.012 -0.011 0.153
H 0.077 -2.841 -0.022 0.030 0.151 0.020
H 1.266 -1.550 -0.194 -0.140 -0.041 0.057
H 0.444 -1.795 1.364 -0.032 -0.002 -0.154
```
Forces are in eV/Å.

The HOMO-LUMO gap is 10.21 eV. For the HOMO energy, the calculation gives -0.33935 Ha. The value obtained for the largest force on an atom is 1.05 eV Å⁻¹. The relative energy (zero: lowest compared OMol25 entry of this formula, charge and spin) comes out at 1.8238 eV. Its SMILES is C=C=O.C=CC.

Löwdin population analysis, charges in e, atoms 1 to 8: atom 1 (C): 0.003, atom 2 (C): -0.291, atom 3 (O): 0.150, atom 4 (H): 0.053, atom 5 (H): 0.059, atom 6 (C): -0.024, atom 7 (C): -0.266, atom 8 (C): -0.118

=====

Below is a single C5H8O molecule, with properties calculated with wB97M-V/def2-TZVPD.

Structure (XYZ):
```
14
Properties=species:S:1:pos:R:3:forces:R:3
C -2.397 -0.381 1.486 -0.055 -0.012 0.063
C -1.290 -0.232 0.541 0.402 0.055 -0.296
C -0.346 -0.130 -0.205 -0.377 -0.120 0.289
C 0.881 -0.177 -1.024 -0.167 0.257 -0.113
C 1.598 1.163 -1.109 0.011 0.060 -0.001
O 1.801 -1.099 -0.453 -0.051 -0.281 0.084
H -3.167 0.381 1.335 0.144 -0.086 -0.025
H -2.029 -0.294 2.513 -0.062 0.009 -0.138
H -2.868 -1.364 1.381 0.061 0.145 -0.015
H 0.613 -0.503 -2.041 0.023 0.026 0.170
H 1.724 1.586 -0.110 0.001 -0.050 -0.123
H 2.586 1.002 -1.550 -0.156 0.036 0.023
H 1.039 1.868 -1.731 0.045 -0.094 0.113
H 1.282 -1.838 -0.111 0.181 0.054 -0.031
```
Forces are in eV/Å.

The HOMO-LUMO gap is 10.54 eV. For the HOMO energy, the calculation gives -0.35495 Ha. The value obtained for the largest force on an atom is 0.50 eV Å⁻¹. The relative energy (zero: lowest compared OMol25 entry of this formula, charge and spin) comes out at 1.8939 eV. Its SMILES is CC#C[C@@H](C)O.

Löwdin population analysis, charges in e, atoms 1 to 8: atom 1 (C): -0.107, atom 2 (C): -0.070, atom 3 (C): 0.013, atom 4 (C): -0.460, atom 5 (C): -0.051, atom 6 (O): -0.039, atom 7 (H): 0.077, atom 8 (H): 0.078

=====

Below is 2 unconnected molecules or ions with the total composition C5H8O2, with properties calculated with wB97M-V/def2-TZVPD.

Structure (XYZ):
```
15
Properties=species:S:1:pos:R:3:forces:R:3
C 0.318 -0.093 1.883 -0.130 0.015 -0.085
C -0.667 -0.033 1.007 0.112 -0.006 0.093
C -1.622 -0.734 0.142 -0.015 -0.232 -0.008
C -1.556 0.794 0.184 0.014 0.216 0.005
H 0.778 0.809 2.278 -0.076 -0.108 -0.068
H 0.700 -1.047 2.243 -0.090 0.121 -0.067
H -2.483 -1.218 0.598 0.146 0.098 -0.060
H -1.240 -1.225 -0.751 -0.059 0.088 0.149
H -1.133 1.302 -0.681 -0.069 -0.091 0.145
H -2.372 1.327 0.667 0.136 -0.104 -0.059
O 2.855 0.803 -0.881 -0.318 -0.357 -0.014
C 2.059 -0.093 -0.960 0.250 0.205 0.031
O 1.012 -0.104 -1.804 0.091 0.198 -0.075
H 2.076 -1.020 -0.374 0.035 0.098 -0.030
H 1.050 0.733 -2.299 -0.028 -0.140 0.043
```
Forces are in eV/Å.

The HOMO-LUMO gap is 10.61 eV. For the HOMO energy, the calculation gives -0.36064 Ha. The value obtained for the largest force on an atom is 0.48 eV Å⁻¹. The relative energy (zero: lowest compared OMol25 entry of this formula, charge and spin) comes out at 2.0500 eV. Its SMILES is C=C1CC1.O=CO.

Löwdin population analysis, charges in e, atoms 1 to 8: atom 1 (C): 0.039, atom 2 (C): -0.337, atom 3 (C): -0.104, atom 4 (C): -0.103, atom 5 (H): 0.065, atom 6 (H): 0.062, atom 7 (H): 0.101, atom 8 (H): 0.093